(1)
56
Properties=species:S:1:pos:R:3:lowdin_charge:R:1 method="wB97M-V/def2-TZVPD" charge=0 e_tot_ha=-1927.2373 multiplicity=7 homo_ev="-8.4451 / -8.5220"
C 2.352 0.229 2.566 -0.159
C 2.479 -0.530 1.370 -0.175
C 2.028 0.269 0.282 -0.210
H 2.949 -1.511 1.299 0.112
C 1.569 1.520 0.807 -0.254
C 1.779 1.497 2.224 -0.226
H 1.237 2.380 0.232 0.097
C -1.344 -2.528 2.681 -0.148
C -0.051 -2.764 2.126 -0.178
C -0.121 -2.489 0.733 -0.187
H 0.810 -3.181 2.648 0.107
C -1.471 -2.134 0.412 -0.308
C -2.206 -2.124 1.634 -0.128
H 2.171 0.037 -0.774 0.100
H 1.597 2.315 2.920 0.111
H 2.752 -0.050 3.544 0.117
H -3.248 -1.822 1.744 0.111
H 0.719 -2.539 0.033 0.109
H -1.641 -2.720 3.710 0.109
Tb -0.233 -0.007 1.677 1.624
C -1.949 -1.473 -0.877 -0.481
C -3.467 -1.502 -1.029 -0.033
C -1.288 -2.124 -2.090 -0.037
H -3.870 -2.526 -1.005 0.103
H -3.738 -1.060 -1.994 0.087
H -3.980 -0.932 -0.239 0.090
H -1.630 -3.175 -2.162 0.104
H -0.182 -2.140 -2.039 0.083
H -1.577 -1.616 -3.028 0.081
C -1.449 -0.005 -0.566 -0.142
C -1.771 1.451 -1.005 -0.360
H -0.321 -0.042 -0.638 0.101
H -1.844 0.090 0.492 0.053
O -1.815 2.238 -0.002 0.046
N -1.584 1.728 -2.351 0.039
C -0.373 2.585 -2.654 -0.113
H -2.425 1.964 -2.890 0.148
C 0.907 1.831 -2.990 -0.227
C 2.136 2.497 -2.831 -0.052
H 2.139 3.494 -2.377 0.119
C 3.326 1.893 -3.228 -0.078
H 4.272 2.414 -3.093 0.108
C 3.309 0.612 -3.785 -0.088
H 4.236 0.123 -4.069 0.103
C 2.095 -0.061 -3.932 -0.079
H 2.059 -1.073 -4.328 0.104
C 0.887 0.551 -3.551 -0.050
H -0.081 0.058 -3.695 0.096
H -0.171 3.258 -1.790 0.120
H -0.688 3.207 -3.521 0.136
B -0.501 0.652 6.404 -0.413
C -0.670 0.672 4.868 -0.165
N -0.785 0.658 3.694 -0.053
H -1.489 1.097 6.915 0.003
H 0.471 1.308 6.727 0.008
H -0.315 -0.498 6.792 0.015



(2)
63
Properties=species:S:1:pos:R:3:lowdin_charge:R:1 method="wB97M-V/def2-TZVPD" charge=-1 e_tot_ha=-49416.9484 homo_ev=-4.9828
C -3.155 1.543 -2.367 -0.108
C -1.942 0.815 -1.778 -0.254
C -2.065 -0.698 -1.834 -0.211
C -2.969 -1.262 -0.751 -0.389
O -2.495 -1.115 0.551 -0.320
Ga -1.008 -2.196 1.022 0.317
C -0.378 -1.504 2.855 -0.287
C -0.841 -0.086 3.176 -0.284
C -0.474 0.960 2.137 -0.108
C 1.018 1.205 2.020 -0.454
F 1.680 1.138 3.201 0.115
F 1.607 0.311 1.183 0.108
C 1.336 2.581 1.415 -0.486
F 0.950 3.576 2.270 0.128
F 2.677 2.731 1.206 0.125
F 0.701 2.763 0.227 0.149
H -3.984 1.484 -1.668 0.057
H -3.454 1.124 -3.321 0.051
H -2.928 2.599 -2.476 0.061
H -1.816 1.170 -0.761 0.089
H -1.059 1.135 -2.327 0.100
H -1.080 -1.152 -1.810 0.068
H -2.511 -0.956 -2.798 0.099
H -3.184 -2.313 -0.978 0.084
H -3.909 -0.704 -0.815 0.070
H -1.451 -3.746 1.139 -0.081
H 0.224 -2.049 -0.009 -0.070
H 0.698 -1.603 2.974 0.032
H -0.830 -2.158 3.599 0.029
H -0.446 0.257 4.135 0.096
H -1.920 -0.079 3.278 0.102
H -0.974 1.899 2.357 0.128
H -0.810 0.643 1.155 0.092
C 5.738 4.115 2.805 -1.638
Br 5.617 6.037 2.860 0.558
Br 7.155 3.535 1.639 0.568
Br 5.918 3.371 4.567 0.578
H 4.810 3.747 2.392 -0.048
C 1.770 -5.064 -1.252 -1.639
Br 0.081 -5.930 -0.942 0.549
Br 1.612 -3.609 -2.501 0.550
Br 2.597 -4.511 0.398 0.539
H 2.423 -5.794 -1.703 -0.044
C 5.763 -5.413 2.995 -1.654
Br 4.379 -4.255 3.648 0.568
Br 7.430 -4.475 2.770 0.558
Br 5.976 -6.970 4.110 0.554
H 5.456 -5.758 2.019 -0.044
C -6.929 -2.558 -1.542 -1.633
Br -6.966 -0.636 -1.483 0.579
Br -5.814 -3.190 -2.979 0.578
Br -6.398 -3.311 0.143 0.598
H -7.934 -2.891 -1.748 -0.038
C 6.925 8.992 0.121 -1.660
Br 5.957 10.274 -0.940 0.565
Br 7.513 7.497 -0.932 0.565
Br 8.387 9.815 1.064 0.559
H 6.241 8.609 0.863 -0.060
C -6.638 -1.627 -6.412 -1.669
Br -7.787 -0.289 -7.188 0.558
Br -6.423 -3.140 -7.584 0.558
Br -4.947 -0.895 -5.881 0.559
H -7.122 -1.986 -5.515 -0.068



(3)
31
Properties=species:S:1:pos:R:3:lowdin_charge:R:1 method="wB97M-V/def2-TZVPD" charge=0 e_tot_ha=-597.4139 smiles=CCc1c[nH]c2ccccc12.CCO relative_energy_kj_mol=185.9 homo_ev=-7.8754
C 1.166 1.373 -1.225 -0.119
C -0.083 2.233 -1.255 -0.223
C -1.256 1.819 -0.472 -0.165
C -2.262 2.645 0.019 -0.058
N -3.232 1.927 0.643 0.068
C -2.900 0.608 0.640 -0.213
C -3.569 -0.513 1.204 -0.030
C -3.002 -1.726 1.019 -0.106
C -1.730 -1.929 0.372 -0.079
C -1.169 -0.823 -0.205 -0.045
C -1.671 0.495 -0.040 -0.114
H 1.480 1.056 -0.230 0.067
H 1.966 1.872 -1.764 0.072
H 1.130 0.430 -1.784 0.065
H 0.269 3.268 -1.105 0.113
H -0.295 2.452 -2.322 0.119
H -2.187 3.719 -0.042 0.121
H -3.896 2.313 1.291 0.154
H -4.429 -0.272 1.810 0.105
H -3.454 -2.633 1.405 0.096
H -1.357 -2.910 0.126 0.094
H -0.278 -0.835 -0.813 0.079
C 3.968 -0.831 0.562 -0.085
C 3.003 -2.017 0.458 -0.307
O 3.492 -2.879 -0.565 -0.079
H 4.291 -0.621 -0.456 0.074
H 4.738 -0.970 1.315 0.068
H 3.469 0.103 0.852 0.057
H 3.021 -2.568 1.394 0.101
H 1.976 -1.661 0.345 0.093
H 2.800 -3.127 -1.178 0.076



(4)
15
Properties=species:S:1:pos:R:3:lowdin_charge:R:1 method="wB97M-V/def2-TZVPD" charge=0 e_tot_ha=-304.7856 smiles=N#C[C@H](N)C1CC1 relative_energy_kj_mol=131.1 homo_ev=-10.2356
N -1.436 1.221 2.158 0.147
C -1.092 0.781 1.141 -0.183
C -0.969 0.093 -0.177 -0.372
N -1.871 -1.053 -0.211 0.043
C 0.448 -0.298 -0.591 -0.259
C 1.628 -0.311 0.352 -0.114
C 1.489 0.780 -0.661 -0.123
H -1.361 0.822 -0.898 0.149
H -2.836 -0.753 -0.089 0.085
H -1.650 -1.681 0.556 0.087
H 0.436 -1.058 -1.369 0.138
H 1.476 -0.049 1.393 0.097
H 2.408 -1.054 0.197 0.102
H 2.179 0.818 -1.497 0.102
H 1.151 1.742 -0.303 0.102



(5)
17
Properties=species:S:1:pos:R:3:lowdin_charge:R:1 method="wB97M-V/def2-TZVPD" charge=+1 e_tot_ha=-467.7797 smiles="N[C@]1(C(=[NH2+])O)CN=NN1" relative_energy_kj_mol=89.7 homo_ev=-13.3571
N -0.370 -1.484 0.387 0.109
C 0.165 -0.316 0.008 -0.313
C -0.926 0.763 0.010 -0.294
N -0.768 2.061 -0.225 0.259
O -2.139 0.418 0.181 0.195
C 1.244 -0.246 -1.100 -0.134
N 2.500 0.151 -0.570 0.000
N 2.464 0.465 0.616 -0.048
N 1.333 0.308 1.190 0.060
H -1.117 -1.567 1.130 0.159
H -0.023 -2.320 -0.095 0.147
H 0.254 2.488 -0.076 0.223
H -1.523 2.635 -0.458 0.123
H -2.162 -0.591 0.100 0.168
H 1.487 -1.100 -1.740 0.138
H 0.988 0.447 -1.858 0.108
H 1.166 0.566 2.113 0.101



(6)
13
Properties=species:S:1:pos:R:3:lowdin_charge:R:1 method="wB97M-V/def2-TZVPD" charge=-1 e_tot_ha=-990.1065 smiles=[O-]CCCSS relative_energy_kj_mol=61.8 homo_ev=-2.6629
O -1.483 1.403 -0.918 -0.340
C -1.901 0.529 -0.013 -0.558
C -0.820 -0.632 0.270 -0.282
C 0.532 0.017 0.220 -0.641
S 1.923 -1.158 0.146 0.376
S 3.545 0.116 -0.201 0.243
H -2.170 0.974 0.988 0.069
H -2.828 -0.053 -0.266 0.066
H -1.040 -1.030 1.265 0.084
H -0.895 -1.387 -0.516 0.083
H 0.634 0.751 -0.583 0.053
H 0.648 0.706 1.068 0.075
H 3.856 -0.237 -1.460 -0.228



(7)
61
Properties=species:S:1:pos:R:3:lowdin_charge:R:1 method="wB97M-V/def2-TZVPD" charge=0 e_tot_ha=-2193.4986 relative_energy_kj_mol=54.6 homo_ev=-7.5852
Bi -0.248 0.273 0.074 1.858
O 0.674 2.261 0.355 -0.317
C 1.971 2.384 0.539 -0.385
C 2.663 3.428 -0.109 -0.026
C 4.020 3.594 0.047 -0.088
C 4.759 2.742 0.878 -0.104
C 4.095 1.746 1.554 -0.056
C 2.715 1.539 1.399 -0.160
C 2.107 0.496 2.209 -0.070
N 0.966 -0.041 2.001 -0.157
N 0.542 -1.004 2.914 0.085
C -0.431 -1.715 2.414 -0.491
O -0.930 -1.612 1.226 -0.250
C -1.033 -2.747 3.312 -0.161
C -2.368 -2.624 3.685 -0.026
C -2.955 -3.585 4.494 -0.083
C -2.214 -4.681 4.922 -0.096
C -0.884 -4.806 4.544 -0.086
C -0.292 -3.838 3.743 -0.033
H 2.081 4.086 -0.742 0.116
H 4.522 4.400 -0.475 0.102
H 5.826 2.874 0.995 0.096
H 4.640 1.091 2.228 0.110
H 2.664 0.121 3.067 0.133
H -2.939 -1.768 3.342 0.110
H -3.991 -3.483 4.792 0.100
H -2.672 -5.436 5.549 0.098
H -0.306 -5.660 4.875 0.100
H 0.750 -3.920 3.458 0.113
N 0.455 -0.698 -4.801 0.169
C 1.816 -0.535 -4.598 -0.188
C 2.935 -0.943 -5.318 -0.025
C 4.166 -0.595 -4.793 -0.093
C 4.278 0.134 -3.596 -0.086
C 3.162 0.539 -2.891 -0.001
C 1.913 0.193 -3.407 -0.220
N 0.644 0.466 -2.915 0.118
C -0.178 -0.088 -3.751 -0.290
C -1.626 -0.091 -3.533 -0.318
C -2.598 -0.482 -4.395 -0.353
S -4.124 -0.343 -3.644 1.044
C -3.362 0.249 -2.223 -0.439
N -2.070 0.319 -2.293 -0.005
H 0.020 -1.206 -5.550 0.156
H 2.853 -1.506 -6.241 0.107
H 5.066 -0.890 -5.318 0.100
H 5.264 0.384 -3.222 0.102
H 3.244 1.109 -1.971 0.104
H -2.509 -0.834 -5.411 0.074
H -3.934 0.509 -1.338 0.067
C -4.591 2.309 1.536 -0.095
C -3.463 3.114 1.427 -0.085
C -2.234 2.554 1.095 -0.116
C -2.125 1.181 0.878 -0.340
C -3.259 0.376 0.993 -0.189
C -4.488 0.939 1.323 -0.106
H -5.548 2.749 1.789 0.099
H -3.543 4.180 1.600 0.101
H -1.354 3.182 1.010 0.085
H -3.180 -0.697 0.845 0.091
H -5.362 0.306 1.424 0.102



(8)
93
Properties=species:S:1:pos:R:3:lowdin_charge:R:1 method="wB97M-V/def2-TZVPD" charge=+1 e_tot_ha=-13056.5981 homo_ev=-9.8801
N -2.585 -0.063 2.770 0.047
C -2.883 0.275 1.384 -0.179
C -1.760 1.167 0.850 -0.138
C -0.708 0.524 0.205 0.066
C 0.282 1.357 -0.275 0.066
C 0.062 2.730 -0.030 -0.124
N -0.915 3.296 0.606 0.176
N -1.853 2.469 1.057 -0.042
C -2.994 3.115 1.730 -0.124
C -4.087 3.368 0.662 -0.397
S -5.808 3.423 1.272 0.974
C -6.398 1.814 0.812 -0.855
N -5.890 1.112 -0.164 -0.023
N -6.538 -0.066 -0.172 0.083
C -7.417 -0.033 0.776 -0.162
O -7.371 1.116 1.460 -0.059
H -2.641 0.724 3.400 0.070
H -3.121 -0.853 3.105 0.088
H -3.878 0.701 1.202 0.088
H -2.851 -0.665 0.825 0.132
H -0.666 -0.547 0.053 0.139
H 1.151 0.964 -0.800 0.109
H 0.837 3.408 -0.438 -0.053
H -3.330 2.575 2.613 0.114
H -2.653 4.092 2.082 0.136
H -3.892 4.316 0.155 0.096
H -3.986 2.592 -0.105 0.060
H -8.133 -0.797 1.039 0.148
C -5.123 2.059 -2.903 0.068
C -5.352 3.336 -3.320 0.110
C -4.933 3.784 -4.669 -0.369
O -5.138 4.920 -5.033 0.142
C -4.266 2.790 -5.544 0.033
C -4.042 1.541 -5.141 0.032
C -4.450 1.074 -3.795 -0.385
O -4.249 -0.058 -3.422 0.135
H -5.402 1.713 -1.922 0.068
H -5.843 4.072 -2.694 0.133
H -3.973 3.140 -6.524 0.129
H -3.553 0.810 -5.772 0.129
C 2.965 5.049 -2.497 -1.576
Br 2.659 4.383 -0.690 0.450
Br 3.554 3.597 -3.601 0.589
Br 1.431 5.946 -3.233 0.610
H 3.760 5.779 -2.430 -0.022
O 3.243 -0.338 -0.978 -0.335
P 4.738 -0.570 -0.766 0.728
N 4.914 -1.842 -1.901 -0.316
C 5.530 -3.137 -1.706 -0.115
C 4.656 -1.533 -3.302 -0.136
N 4.586 -1.113 0.879 -0.351
C 4.332 -2.505 1.197 -0.128
C 3.728 -0.264 1.697 -0.152
N 6.449 -0.468 -0.546 -0.306
C 7.240 0.046 -1.663 -0.117
C 7.225 -0.732 0.657 -0.102
H 6.511 -3.078 -1.220 0.077
H 5.697 -3.641 -2.658 0.084
H 4.886 -3.800 -1.126 0.068
H 5.584 -1.278 -3.831 0.074
H 3.976 -0.685 -3.397 0.066
H 4.184 -2.373 -3.816 0.083
H 3.436 -2.895 0.694 0.086
H 4.203 -2.634 2.273 0.083
H 5.190 -3.128 0.940 0.063
H 2.661 -0.474 1.539 0.065
H 3.903 0.791 1.471 0.066
H 3.959 -0.406 2.756 0.082
H 7.751 -0.772 -2.183 0.090
H 7.986 0.771 -1.335 0.082
H 6.606 0.560 -2.386 0.071
H 7.341 -1.806 0.816 0.081
H 6.784 -0.287 1.544 0.080
H 8.229 -0.307 0.577 0.082
Br -8.491 3.176 -0.052 0.372
C -1.449 -6.076 2.558 -0.104
O -0.319 -5.233 2.393 -0.186
C -0.662 -3.916 2.003 -0.213
C -0.600 -2.952 3.170 -0.213
O -1.608 -3.231 4.131 -0.201
C -1.113 -3.929 5.265 -0.102
H -1.118 -6.984 3.059 0.092
H -2.222 -5.601 3.166 0.083
H -1.865 -6.345 1.582 0.090
H -1.653 -3.895 1.536 0.124
H 0.072 -3.604 1.250 0.121
H -0.787 -1.938 2.801 0.091
H 0.393 -2.965 3.629 0.128
H -0.528 -3.252 5.897 0.090
H -0.500 -4.785 4.979 0.087
H -1.967 -4.284 5.840 0.091
Be 3.378 4.870 2.003 0.201
F -2.874 2.781 -2.545 -0.320



| no. | largest force on an atom (eV/Å) |
| --- | --- |
| 1 | 4.38 |
| 2 | 1.23 |
| 3 | 2.47 |
| 4 | 1.45 |
| 5 | 5.75 |
| 6 | 1.48 |
| 7 | 0.46 |
| 8 | 6.70 |